*one*
2 unconnected molecules or ions with the total composition C4H11O. Source: the OMol25 dataset; level of theory: the ωB97M-V functional and the def2-TZVPD basis.

```
16
Properties=species:S:1:pos:R:3:mulliken_charge:R:1
H 2.825 0.722 -1.063 0.301
C 3.098 0.662 0.032 -1.054
H 3.108 1.769 0.277 0.248
C 2.190 -0.048 0.972 -0.340
H -0.216 -0.386 1.134 0.311
H 2.537 -0.013 1.958 0.367
H -2.810 -1.857 -0.312 0.145
C -2.830 -0.713 -0.346 -0.164
H 0.553 1.434 1.194 0.178
H 2.295 -1.063 0.669 0.280
H 0.534 0.218 -0.306 0.268
H -3.136 -0.341 0.762 0.104
H -1.755 -0.539 -0.488 -0.145
O -3.342 -0.196 -1.587 -0.918
H 4.130 0.337 0.141 0.329
C 0.655 0.313 0.797 -0.908
```

Its charge is -1.


*two*
2 unconnected molecules or ions with the total composition C4H11O. Source: the OMol25 dataset; level of theory: the ωB97M-V functional and the def2-TZVPD basis.

```
16
Properties=species:S:1:pos:R:3:mulliken_charge:R:1
H -0.371 1.729 -1.758 0.286
C -1.038 0.828 0.086 -0.188
H -0.206 -0.072 -1.688 0.304
H -1.773 0.685 -1.944 0.382
H 1.526 -1.286 0.731 -0.093
H 2.920 -1.164 -0.376 0.161
O 3.303 -0.686 1.619 -0.897
C -1.462 -0.510 0.648 -1.187
H -0.681 -1.269 0.553 0.258
H -2.364 -0.919 0.168 0.351
C -0.804 0.793 -1.422 -1.170
C 2.478 -0.713 0.562 -0.106
H 2.094 0.292 0.219 -0.015
H -1.837 1.553 0.312 0.301
H -0.138 1.204 0.571 0.328
H -1.648 -0.466 1.719 0.286
```

Its charge is -1.


Least stable structure: *one*


*one*
2 unconnected molecules or ions with the total composition C2H2BrN. Source: the OMol25 dataset; level of theory: the ωB97M-V functional and the def2-TZVPD basis.

```
6
Properties=species:S:1:pos:R:3:mulliken_charge:R:1
C 0.887 -1.577 -0.214 0.029
N 0.663 -2.596 0.240 -0.327
Br -2.005 0.835 0.099 0.102
H -0.229 2.340 0.666 0.159
C -0.392 1.619 -0.157 -0.267
H 1.076 -0.621 -0.633 0.303
```


*two*
2 unconnected molecules or ions with the total composition C2H2BrN. Source: the OMol25 dataset; level of theory: the ωB97M-V functional and the def2-TZVPD basis.

```
6
Properties=species:S:1:pos:R:3:mulliken_charge:R:1
C 0.090 0.318 -0.043 -0.695
N 0.157 2.809 0.000 -0.228
H -0.541 -0.146 -0.754 0.404
Br -3.237 0.156 0.166 -0.305
C 0.246 1.635 0.050 0.599
H 0.672 -0.339 0.591 0.225
```


Least stable structure: *one*


*one*
A single C14H18N2O4 molecule. Source: the OMol25 dataset; level of theory: the ωB97M-V functional and the def2-TZVPD basis.

```
38
Properties=species:S:1:pos:R:3:mulliken_charge:R:1
H 0.552 -1.307 1.396 0.261
H 2.118 2.178 1.769 0.522
C 1.503 -1.065 1.015 -0.125
H -3.249 -1.717 1.344 0.118
H -3.116 0.586 0.982 0.704
N -2.326 -1.499 -0.742 -0.293
N -0.830 1.630 0.262 -0.114
C -3.402 0.539 0.009 -1.336
H -4.888 -0.653 -1.012 0.328
H -3.702 -2.844 -0.101 0.391
H 4.248 -3.160 -1.553 0.308
H -1.597 -2.073 -1.167 0.227
O 3.709 -3.273 -0.774 -0.548
C 3.936 -0.923 -0.402 -1.072
C 1.390 1.463 1.453 -1.516
C 3.223 -2.077 -0.294 0.691
H -5.166 -0.543 0.788 0.365
H 3.901 1.116 0.511 0.351
O -0.152 0.068 -1.182 -0.534
C 3.310 0.224 0.209 0.070
H 0.816 1.051 2.321 0.367
H 1.514 -3.091 0.461 0.386
O 2.351 3.426 -0.490 -0.437
C -3.503 -1.830 0.219 -0.480
C -2.361 0.022 -0.916 0.741
C -1.033 0.615 -0.619 -0.156
C 2.029 -2.175 0.547 -0.899
C 2.076 0.222 0.825 0.608
H 0.315 3.253 0.877 0.533
O 1.459 1.858 -1.720 -0.610
H 4.955 -1.000 -0.761 0.379
C -4.400 -0.682 -0.004 -0.651
H -3.995 1.417 -0.374 0.207
C 1.401 2.535 -0.647 0.242
C 0.458 2.272 0.419 0.131
H 2.779 3.256 -1.296 0.352
H -2.561 0.224 -1.986 0.133
H -1.760 1.957 0.635 0.357
```

Its SMILES is O=C(O)[C@H](Cc1ccc(O)cc1)NC(=O)[C@@H]1CCCN1.


*two*
A single C14H18N2O4 molecule. Source: the OMol25 dataset; level of theory: the ωB97M-V functional and the def2-TZVPD basis.

```
38
Properties=species:S:1:pos:R:3:mulliken_charge:R:1
C -1.244 0.130 -0.406 -1.183
O 2.607 -0.201 2.587 -0.396
C -0.262 0.179 0.734 0.646
H -3.960 0.137 0.378 0.296
H 2.992 -0.634 3.414 0.382
C 0.566 1.509 0.579 0.116
C -3.642 -0.747 -0.206 -0.677
C 3.381 -0.330 1.547 0.339
H 1.983 3.565 0.353 0.371
C 3.776 0.845 -0.596 -0.698
H 2.065 -0.451 -0.074 0.464
H 2.695 2.465 -1.543 0.273
C -2.967 -2.775 -1.924 -0.603
O -0.053 2.540 0.403 -0.668
C -1.988 -1.891 -1.564 -0.576
H 4.827 0.732 -0.137 0.287
O -5.238 -3.429 -2.012 -0.562
H -5.679 -1.398 -0.467 0.287
H 3.283 2.745 1.459 0.374
H -1.795 1.063 -0.304 0.305
H 3.821 0.371 -1.592 0.273
C -4.637 -1.594 -0.637 -0.554
C 2.614 2.661 0.557 -0.837
H -1.284 -0.418 2.377 0.265
H -6.111 -3.214 -1.536 0.293
H -0.603 0.252 -1.265 0.586
C 2.703 0.297 0.331 0.150
C -2.286 -0.886 -0.671 0.255
H 0.451 -0.678 0.796 0.193
H -0.992 -2.072 -1.928 0.383
C -4.267 -2.624 -1.471 0.892
N 1.935 1.380 0.831 0.232
H 4.155 3.082 -0.931 0.396
O 4.475 -0.857 1.572 -0.627
N -0.769 0.398 2.088 -0.641
H -2.672 -3.687 -2.378 0.373
H -1.260 1.247 2.347 0.225
C 3.378 2.286 -0.709 -0.634
```

Its SMILES is N[C@@H](Cc1ccc(O)cc1)C(=O)N1CCC[C@H]1C(=O)O.


Least stable structure: *one*


*one*
2 unconnected molecules or ions with the total composition C2H4ClFO2. Source: the OMol25 dataset; level of theory: the ωB97M-V functional and the def2-TZVPD basis.

```
10
Properties=species:S:1:pos:R:3:mulliken_charge:R:1
O 0.743 -0.826 -0.436 -0.539
C 0.963 0.215 0.042 0.702
H -1.853 1.538 1.138 0.219
H -1.529 -0.136 0.297 0.336
H 0.558 -1.481 -2.105 0.441
Cl 2.480 1.062 0.048 -0.136
H -1.151 0.138 2.041 0.244
C -1.201 0.602 0.990 -0.578
F 0.855 -2.070 -2.711 -0.403
O 0.134 0.958 0.697 -0.286
```

Its SMILES is COC(=O)Cl.F.


*two*
A single C2H4ClFO2 molecule. Source: the OMol25 dataset; level of theory: the ωB97M-V functional and the def2-TZVPD basis.

```
10
Properties=species:S:1:pos:R:3:mulliken_charge:R:1
Cl 1.528 1.893 2.450 -0.186
O 0.674 -0.077 1.118 -0.323
H -0.335 2.280 -0.279 0.336
H 0.152 -1.989 0.328 0.208
H 0.541 -0.847 -0.898 0.323
C 0.071 -0.857 -0.002 -0.625
H -0.949 -0.352 -0.072 0.280
O -0.354 1.792 0.556 -0.478
F 1.782 1.556 -0.055 -0.270
C 0.831 1.232 0.909 0.736
```

Its SMILES is CO[C@](O)(F)Cl.


Least stable structure: *two*


*one*
2 unconnected molecules or ions with the total composition C4H8NO. Source: the OMol25 dataset; level of theory: the ωB97M-V functional and the def2-TZVPD basis.

```
14
Properties=species:S:1:pos:R:3:mulliken_charge:R:1
N -1.084 -0.805 0.574 -0.191
H -2.003 -1.025 1.021 0.391
H 2.225 1.086 1.155 0.352
C 1.090 -0.582 -2.118 -0.079
H -1.709 1.304 0.900 0.411
C 0.367 1.200 1.169 0.046
C 0.009 -1.075 -2.297 -0.731
H -0.984 -0.728 -0.432 0.116
H 1.940 0.100 -1.900 0.379
C -0.859 0.683 1.049 -0.508
O 1.502 0.540 1.017 -0.384
H -0.243 -1.327 1.029 0.431
H -0.677 -1.734 -2.639 0.496
H 0.427 2.364 1.472 0.270
```

As for the spin multiplicity: 3. Its charge is +1.


*two*
A gas-phase ion, C4H8NO (charge +1). Source: the OMol25 dataset; level of theory: the ωB97M-V functional and the def2-TZVPD basis.

```
14
Properties=species:S:1:pos:R:3:mulliken_charge:R:1
C -0.265 0.653 -0.209 -0.352
H -1.110 1.196 -0.022 0.350
H -1.827 -1.796 0.027 0.368
H -1.850 -1.851 -1.823 0.295
H 0.353 -1.073 -0.394 0.190
C 1.799 0.186 1.151 0.208
N -0.459 -0.587 -0.526 0.031
C 0.960 1.274 0.351 -0.429
H -2.458 -0.240 -0.863 0.240
H 2.218 0.686 1.991 0.386
H 1.607 1.492 -0.522 0.301
H 0.767 2.110 1.000 0.389
O 1.949 -0.902 0.711 -0.376
C -1.682 -1.147 -0.873 -0.602
```

As for the spin multiplicity: 3. Its charge is +1.


Least stable structure: *one*


*one*
A single C2H4N4OS molecule. Source: the OMol25 dataset; level of theory: the ωB97M-V functional and the def2-TZVPD basis.

```
12
Properties=species:S:1:pos:R:3:mulliken_charge:R:1
N -1.686 0.776 -0.397 -0.489
N -1.018 -0.313 -0.238 0.638
O 1.640 1.998 0.150 -0.567
H 1.383 2.976 -0.456 0.406
C 0.484 1.178 0.040 0.580
H -1.417 -1.926 1.035 0.265
S 1.780 -1.442 -0.299 -0.253
N -0.732 1.708 -0.228 -0.330
H -1.778 -2.231 -0.527 0.270
H 2.733 -1.018 0.903 0.184
N -1.866 -1.517 0.238 -0.613
C 0.477 -0.191 -0.222 -0.090
```

Its SMILES is Nn1nnc(O)c1S.


*two*
A single C2H4N4OS molecule. Source: the OMol25 dataset; level of theory: the ωB97M-V functional and the def2-TZVPD basis.

```
12
Properties=species:S:1:pos:R:3:mulliken_charge:R:1
H -1.151 0.247 -2.107 0.260
C -0.692 -0.129 -0.184 0.383
H 1.603 0.321 -1.547 0.286
N 1.178 1.062 -1.004 -0.621
S -0.082 -0.513 2.307 0.558
N -1.172 -0.946 1.172 -0.478
N 1.138 0.140 1.241 -0.548
H -2.447 -0.344 -1.021 0.326
C 0.625 0.275 0.066 0.407
N -1.479 0.147 -1.216 -0.368
O 0.459 -1.690 2.965 -0.536
H 2.019 1.430 -0.671 0.331
```


Least stable structure: *one*